19
Properties=species:S:1:pos:R:3:forces:R:3:nbo_charge:R:1 method="wB97M-V/def2-TZVPD" homo_lumo_gap_ha=0.3665 smiles=C[C@@H](CS)NCN homo_energy_ha=-0.333 de_lowest_kcal_mol=61.4
H 1.28260 -0.59026 2.58572 -0.9 -0.1 0.9 0.19
S -1.64420 1.55962 -2.41377 0.7 0.6 0.2 -0.08
C -1.19198 -1.05755 -0.61719 -2.2 0.5 0.4 -0.64
H 0.42422 0.23359 -1.03283 0.0 -0.4 -0.3 0.16
N 2.60682 -0.76055 1.13548 -2.2 -0.7 -2.2 -0.89
C 1.04752 -0.82350 1.56964 1.1 1.6 0.5 -0.07
C -0.41537 0.15805 -0.33427 2.4 2.7 1.1 -0.06
C -1.18324 1.43875 -0.63690 1.2 -0.8 -1.0 -0.48
H -1.18719 -1.80602 0.16202 -0.3 -0.1 0.2 0.22
H 1.17907 0.86336 0.68981 -2.2 0.1 1.1 0.37
H 0.32181 -1.62837 1.48968 1.0 -1.0 -0.2 0.18
N 0.27499 0.36253 1.03412 3.2 -0.4 -1.6 -0.61
H 2.56105 -0.96962 0.13322 0.2 0.5 -0.1 0.34
H -2.23075 -0.76686 -0.97343 1.0 -0.7 0.7 0.22
H 3.31985 -1.46669 1.37729 -1.2 0.0 1.0 0.38
H -0.66726 -1.41035 -1.42963 0.5 -1.7 -2.0 0.22
H -2.09968 1.43244 -0.23073 -3.4 -0.7 2.0 0.20
H -1.58045 2.89201 -2.30916 -0.2 0.0 -0.5 0.13
H -0.81783 2.33940 -0.19906 1.3 0.6 -0.3 0.23